(1)
83
Properties=species:S:1:pos:R:3 method="wB97M-V/def2-TZVPD" smiles=COC[C@@H](C)OC.COCCOC.COCCOC.COCCOC.COCCOC gap_ev=9.800 charge=0 largest_force_ev_per_a=1.2
C 0.879 1.216 -1.555
O -0.219 0.772 -2.321
C -0.163 -0.623 -2.539
C 0.544 -1.022 -3.887
C 1.254 0.158 -4.573
O 1.337 -2.179 -3.715
C 2.514 -1.935 -2.983
H 0.912 2.310 -1.522
H 1.814 0.885 -2.026
H 0.799 0.849 -0.519
H 0.296 -1.167 -1.700
H -1.202 -0.967 -2.580
H -0.271 -1.322 -4.555
H 1.389 -0.093 -5.635
H 0.670 1.082 -4.557
H 2.243 0.399 -4.170
H 2.857 -2.860 -2.509
H 3.323 -1.631 -3.668
H 2.420 -1.153 -2.219
C -1.700 -0.872 0.982
O -2.264 -1.825 0.099
C -2.512 -3.072 0.735
C -3.978 -3.233 1.086
O -4.377 -2.308 2.089
C -5.083 -1.198 1.560
H -1.740 0.104 0.497
H -2.248 -0.815 1.925
H -0.651 -1.122 1.180
H -1.883 -3.186 1.621
H -2.233 -3.854 0.022
H -4.132 -4.236 1.497
H -4.603 -3.135 0.194
H -6.093 -1.499 1.266
H -4.566 -0.761 0.702
H -5.156 -0.444 2.344
C -0.331 -4.164 3.864
O 0.257 -4.662 2.672
C 1.597 -5.095 2.868
C 1.682 -6.606 2.978
O 1.044 -7.079 4.156
C -0.244 -7.615 3.905
H -1.402 -4.057 3.694
H -0.180 -4.840 4.708
H 0.085 -3.179 4.102
H 2.034 -4.618 3.749
H 2.168 -4.775 1.991
H 2.735 -6.894 3.046
H 1.258 -7.082 2.089
H -0.158 -8.590 3.415
H -0.847 -6.946 3.285
H -0.745 -7.747 4.863
C 0.227 4.160 -4.192
O 1.595 3.787 -4.156
C 2.317 4.248 -5.290
C 3.137 5.482 -4.963
O 2.307 6.597 -4.670
C 2.196 6.846 -3.278
H -0.200 3.965 -3.208
H 0.101 5.220 -4.424
H -0.309 3.555 -4.931
H 1.641 4.443 -6.127
H 2.996 3.442 -5.585
H 3.734 5.748 -5.840
H 3.824 5.280 -4.136
H 3.125 7.284 -2.899
H 1.967 5.935 -2.721
H 1.386 7.559 -3.130
C -2.111 2.034 3.555
O -0.748 1.644 3.582
C -0.033 2.067 2.429
C 0.807 3.298 2.712
O -0.005 4.431 2.984
C -0.096 4.721 4.369
H -2.526 1.869 4.549
H -2.227 3.090 3.300
H -2.665 1.420 2.838
H -0.716 2.248 1.594
H 0.633 1.244 2.148
H 1.397 3.532 1.821
H 1.501 3.110 3.536
H 0.842 5.157 4.725
H -0.331 3.828 4.954
H -0.895 5.448 4.507

(2)
81
Properties=species:S:1:pos:R:3 method="wB97M-V/def2-TZVPD" gap_ev=6.795 charge=-1 largest_force_ev_per_a=0.3
C 1.382 -3.041 0.660
O 2.127 -1.839 0.776
C 1.343 -0.717 1.157
C 0.672 -0.033 -0.024
C 0.067 1.324 0.344
C -1.166 1.248 1.262
C -2.495 1.539 0.545
C -3.116 0.298 -0.097
C -3.660 -0.715 0.912
C -3.935 -2.105 0.317
Ga -5.703 -2.904 0.900
F -5.757 -4.613 0.167
H 0.571 -2.943 -0.068
H 2.057 -3.817 0.313
H 0.943 -3.343 1.616
H 2.024 -0.016 1.644
H 0.597 -1.021 1.901
H 1.438 0.107 -0.793
H -0.090 -0.685 -0.458
H -0.183 1.841 -0.583
H 0.854 1.923 0.813
H -1.048 1.963 2.079
H -1.217 0.265 1.731
H -3.209 1.985 1.241
H -2.297 2.284 -0.232
H -3.948 0.604 -0.738
H -2.388 -0.183 -0.759
H -4.575 -0.283 1.337
H -2.966 -0.811 1.750
H -3.921 -2.067 -0.776
H -3.146 -2.793 0.626
H -6.961 -2.098 0.286
H -5.808 -3.094 2.497
C 3.200 2.103 -2.696
C 1.799 2.398 -3.207
C 1.816 3.009 -4.599
O 1.095 3.239 -2.296
H 3.780 3.029 -2.632
H 3.157 1.660 -1.701
H 3.727 1.417 -3.360
H 1.220 1.472 -3.225
H 2.357 3.961 -4.587
H 0.800 3.201 -4.944
H 2.308 2.349 -5.315
H 1.572 4.075 -2.237
C 4.414 -0.664 3.533
C 3.898 -1.842 4.346
C 4.662 -3.120 4.035
O 2.503 -2.024 4.135
H 4.284 -0.862 2.466
H 3.856 0.241 3.779
H 5.474 -0.484 3.723
H 3.990 -1.617 5.411
H 4.544 -3.378 2.979
H 4.279 -3.948 4.630
H 5.728 -3.004 4.240
H 2.379 -2.208 3.194
C -2.237 -5.682 1.877
C -1.424 -5.401 0.627
C -2.039 -6.037 -0.606
O -0.059 -5.815 0.789
H -2.281 -6.760 2.063
H -1.784 -5.204 2.747
H -3.259 -5.314 1.767
H -1.361 -4.322 0.479
H -2.069 -7.126 -0.488
H -1.442 -5.808 -1.490
H -3.058 -5.685 -0.768
H -0.057 -6.771 0.907
C -0.823 7.717 -3.777
C 0.160 6.763 -3.119
C -0.303 6.321 -1.743
O 1.467 7.340 -3.056
H -0.930 8.624 -3.175
H -0.471 8.008 -4.767
H -1.808 7.259 -3.877
H 0.284 5.882 -3.753
H -0.405 7.179 -1.071
H 0.417 5.636 -1.299
H -1.266 5.812 -1.794
H 1.415 8.120 -2.493

(3)
102
Properties=species:S:1:pos:R:3 method="wB97M-V/def2-TZVPD" smiles="C[N+](=O)[O-].C[N+](=O)[O-].C[N+](=O)[O-].C[N+](=O)[O-].C[N+](=O)[O-].C[N+](=O)[O-].CN(C)C=O.CN(C)C=O.CN(C)C=O.CN(C)C=O.CN(C)C=O" gap_ev=9.072 charge=0 largest_force_ev_per_a=4.0
C 4.539 -1.849 4.046
N 3.684 -1.758 2.863
O 3.385 -0.646 2.406
O 3.452 -2.792 2.255
H 4.517 -1.010 4.653
H 5.488 -2.058 3.611
H 4.253 -2.692 4.677
C -0.350 -4.139 1.787
N -1.247 -5.126 1.145
O -2.444 -5.035 1.287
O -0.649 -6.026 0.603
H -0.893 -3.342 2.202
H 0.393 -3.748 1.086
H 0.187 -4.651 2.596
C -0.694 -0.591 5.909
N -0.211 -1.328 4.777
O 0.770 -0.871 4.178
O -0.649 -2.410 4.465
H -1.438 -1.219 6.313
H -1.170 0.260 5.361
H 0.182 -0.339 6.519
C 4.377 2.863 2.264
N 4.823 1.925 3.343
O 4.261 2.036 4.422
O 5.677 1.107 3.051
H 3.371 2.694 1.943
H 5.004 2.783 1.411
H 4.376 3.924 2.611
C -3.217 1.265 -4.593
N -4.132 0.952 -3.463
O -4.352 -0.247 -3.281
O -4.572 1.873 -2.826
H -3.785 1.164 -5.493
H -2.422 0.523 -4.595
H -2.745 2.232 -4.443
C 0.160 0.504 1.050
N -0.322 0.851 -0.317
O 0.475 0.795 -1.255
O -1.528 1.043 -0.431
H -0.026 -0.592 1.139
H -0.400 1.098 1.758
H 1.224 0.598 1.134
C -4.686 -0.397 0.845
N -3.916 -0.662 2.036
C -3.948 -1.993 2.528
C -3.175 0.306 2.585
O -2.421 0.177 3.521
H -4.804 0.701 0.716
H -5.756 -0.765 1.026
H -4.240 -0.787 -0.039
H -4.988 -2.300 2.756
H -3.594 -2.647 1.785
H -3.313 -2.001 3.450
H -3.322 1.229 1.971
C 2.860 -4.230 -1.920
N 2.895 -2.969 -2.668
C 3.072 -1.831 -1.806
C 2.589 -2.780 -3.968
O 2.521 -1.717 -4.535
H 2.840 -5.053 -2.598
H 1.969 -4.379 -1.251
H 3.690 -4.209 -1.304
H 4.088 -1.935 -1.496
H 2.836 -0.825 -2.338
H 2.335 -1.902 -0.922
H 2.378 -3.755 -4.441
C -2.116 -3.205 -4.027
N -1.686 -2.544 -2.842
C -0.657 -1.546 -2.956
C -2.173 -2.774 -1.618
O -1.882 -2.198 -0.593
H -1.404 -3.937 -4.431
H -2.369 -2.454 -4.811
H -2.973 -3.702 -3.724
H 0.020 -1.812 -3.740
H -1.056 -0.571 -3.161
H -0.178 -1.460 -2.005
H -2.943 -3.527 -1.651
C -1.648 5.731 0.596
N -1.510 5.482 2.029
C -0.649 4.409 2.405
C -1.651 6.526 2.942
O -1.351 6.476 4.116
H -2.042 4.807 0.226
H -0.724 5.861 0.039
H -2.375 6.507 0.544
H -0.484 3.704 1.565
H 0.250 4.783 2.796
H -1.075 3.896 3.298
H -2.157 7.366 2.412
C 2.863 2.088 -4.557
N 1.614 2.547 -4.100
C 1.707 3.444 -2.947
C 0.459 2.055 -4.548
O -0.653 2.374 -4.154
H 3.394 2.849 -5.091
H 2.846 1.258 -5.217
H 3.476 1.798 -3.689
H 2.003 2.942 -2.000
H 2.439 4.222 -3.134
H 0.765 4.022 -2.781
H 0.658 1.289 -5.295

(4)
94
Properties=species:S:1:pos:R:3 method="wB97M-V/def2-TZVPD" gap_ev=2.368 charge=+2 largest_force_ev_per_a=7.4
Hg -4.573 11.232 -7.323
Hg -4.233 15.271 -7.541
C -5.235 13.178 -9.334
O -4.659 12.044 -9.521
O -4.618 14.331 -9.607
O -5.780 13.228 -8.158
C -9.811 14.434 -6.802
C -9.015 14.971 -7.976
O -8.619 13.894 -8.823
O -8.984 13.761 -5.832
H -10.558 13.735 -7.181
H -10.389 15.264 -6.387
H -8.149 15.570 -7.673
H -9.607 15.713 -8.515
H -7.753 13.651 -8.478
H -9.543 13.335 -5.176
C -0.057 14.560 -10.325
C -0.935 13.297 -10.461
O -0.642 12.341 -9.471
O -0.447 15.324 -9.203
H -0.180 15.161 -11.224
H 0.983 14.233 -10.246
H -0.770 12.806 -11.419
H -1.980 13.622 -10.373
H -1.104 12.472 -8.642
H -0.824 14.765 -8.517
C -4.495 15.364 -13.039
C -5.917 15.162 -12.492
O -6.083 15.991 -11.376
O -3.514 14.876 -12.143
H -4.340 16.445 -13.131
H -4.382 15.016 -14.068
H -6.115 14.124 -12.184
H -6.626 15.349 -13.299
H -5.570 15.551 -10.685
H -3.949 14.691 -11.290
C -2.985 10.979 -13.959
C -3.525 11.578 -12.650
O -2.956 10.949 -11.526
O -3.577 9.749 -14.259
H -1.898 10.915 -13.867
H -3.258 11.673 -14.752
H -4.623 11.624 -12.653
H -3.267 12.651 -12.631
H -3.374 11.376 -10.763
H -3.303 9.028 -13.686
C -6.479 11.577 -4.507
O -6.361 11.084 -5.839
C -7.556 10.591 -6.439
C -7.403 9.855 -7.781
N -5.991 9.514 -8.093
C -5.524 8.162 -7.686
C -5.073 8.248 -6.220
O -4.268 9.389 -5.968
C -3.514 9.446 -4.762
H -7.158 12.435 -4.477
H -5.479 11.916 -4.250
H -6.964 10.902 -3.799
H -8.186 11.461 -6.626
H -8.034 9.862 -5.780
H -7.881 10.512 -8.510
H -8.040 8.968 -7.821
H -6.103 9.594 -9.115
H -4.667 7.911 -8.316
H -6.194 7.328 -7.903
H -4.529 7.327 -6.001
H -5.908 8.377 -5.526
H -4.188 9.534 -3.902
H -3.004 10.405 -4.655
H -2.795 8.654 -4.561
C -9.552 12.975 -12.535
O -8.764 11.840 -12.829
C -7.836 11.586 -11.798
C -7.340 10.171 -12.000
N -6.199 9.985 -11.057
C -5.519 8.739 -11.315
C -6.399 7.492 -11.096
O -6.738 7.019 -12.366
C -7.498 5.805 -12.331
H -10.266 13.227 -13.324
H -8.990 13.914 -12.519
H -10.204 12.898 -11.661
H -8.420 11.570 -10.869
H -7.009 12.300 -11.714
H -6.929 10.025 -13.004
H -8.137 9.437 -11.889
H -5.697 10.856 -10.964
H -4.635 8.580 -10.688
H -5.036 8.669 -12.298
H -7.255 7.809 -10.483
H -5.838 6.744 -10.525
H -8.360 5.938 -11.672
H -6.940 4.918 -12.030
H -7.858 5.700 -13.352